No. 1
The following is a quantum chemistry calculation of C30H24BrErN4O2S as an isolated structure, from OMol25.

CARTESIAN COORDINATES (ANGSTROEM)
Er  -0.13506  -0.14568  0.22253
O  -0.54671  0.82787  2.07872
C  -0.16694  1.39788  3.17214
C  -1.10694  1.78421  4.15558
C  -0.69707  2.40433  5.30959
C  0.65886  2.66809  5.56026
C  1.58636  2.28784  4.62267
C  1.19988  1.65729  3.42805
C  2.23274  1.25114  2.51310
N  2.10995  0.63802  1.38856
C  3.36217  0.31748  0.72016
C  3.25957  -1.08768  0.15606
N  2.11722  -1.13781  -0.74324
C  2.35305  -1.56239  -1.93035
C  1.40324  -1.69305  -3.00869
C  1.87919  -1.99797  -4.29788
C  1.02086  -2.14951  -5.35677
C  -0.36266  -2.04034  -5.11955
C  -0.86246  -1.79133  -3.86865
C  0.00624  -1.59376  -2.75944
O  -0.44891  -1.34476  -1.58748
H  -2.15010  1.57937  3.95818
H  -1.43858  2.69427  6.04315
H  0.96391  3.15583  6.47437
H  2.64166  2.46746  4.79586
H  3.24618  1.49142  2.86066
H  4.21953  0.39241  1.40137
H  3.52907  1.02131  -0.10514
H  3.09091  -1.79046  0.97972
H  4.19024  -1.37884  -0.34955
H  3.38257  -1.84751  -2.18909
H  2.94837  -2.12393  -4.44061
H  1.39173  -2.37356  -6.34603
H  -1.05122  -2.17120  -5.94494
H  -1.92540  -1.72113  -3.68368
Br  -0.77973  -2.41428  1.81657
C  -2.68204  -2.12251  1.94212
C  -3.32502  -2.93714  2.82478
C  -4.72730  -2.83024  2.94029
C  -5.39864  -1.94015  2.15749
C  -4.71777  -1.10851  1.23473
C  -5.44313  -0.21224  0.41209
C  -4.77688  0.57656  -0.47595
C  -3.36633  0.52273  -0.56031
C  -2.57272  -0.30067  0.21029
C  -3.29938  -1.15410  1.10774
H  -2.77837  -3.65400  3.41820
H  -5.25424  -3.46299  3.64080
H  -6.47558  -1.85401  2.22673
H  -6.52229  -0.17654  0.49988
H  -5.32880  1.25689  -1.11308
H  -2.90507  1.19437  -1.28452
S  -0.24961  2.17372  -1.38990
C  1.33585  2.24122  -1.97640
N  1.69597  1.36234  -2.96707
C  2.92105  1.29735  -3.50966
C  3.87435  2.16940  -3.07195
C  3.47303  3.05082  -2.05092
N  2.27820  3.08963  -1.51244
H  0.99484  0.68095  -3.24420
H  3.06906  0.53648  -4.26237
H  4.87102  2.17039  -3.47688
H  4.18807  3.75922  -1.64567

Properties
- total charge = 0
- LUMO level (alpha / beta) (hartree) = -0.035 / -0.035
- expectation value of S² = 3.752
- 2S+1 = 4
- HOMO (alpha / beta) (eV) = -7.27 / -7.27

=====

No. 2
The following is a quantum chemistry calculation of a single C18H25N3O2 molecule, from OMol25.

CARTESIAN COORDINATES (ANGSTROEM)
C  -7.01386  3.05934  -2.31315
C  -5.83415  3.07510  -1.35527
O  -4.67687  3.43974  -2.07164
C  -3.51771  3.49323  -1.27771
C  -2.34387  3.88980  -2.16802
C  -1.05267  4.12215  -1.38104
N  -0.53624  2.91670  -0.77874
C  0.51811  2.24194  -1.30220
O  1.12659  2.63625  -2.27894
C  0.88017  0.98331  -0.58733
C  1.51198  -0.01277  -1.34932
C  1.90799  -1.21332  -0.80482
C  1.66863  -1.40414  0.54863
C  1.04674  -0.40244  1.33514
C  0.64864  0.80022  0.76665
N  0.94422  -0.84217  2.63097
C  1.46804  -2.02771  2.62919
N  1.92991  -2.43659  1.41277
C  2.54790  -3.70177  1.10784
C  1.56472  -4.87878  1.28811
C  2.38171  -5.97907  1.96123
C  3.31083  -5.20303  2.88989
C  3.74424  -4.00993  2.03719
H  -6.82918  2.34737  -3.11245
H  -7.91985  2.77860  -1.78343
H  -7.14462  4.04420  -2.75229
H  -6.01205  3.79496  -0.53921
H  -5.69579  2.08021  -0.90039
H  -3.64896  4.23289  -0.46869
H  -3.34113  2.51007  -0.80958
H  -2.61266  4.80622  -2.69391
H  -2.18296  3.11013  -2.91295
H  -0.27483  4.47858  -2.06045
H  -1.21919  4.87016  -0.59877
H  -1.06957  2.49672  -0.03616
H  1.68542  0.19659  -2.39375
H  2.38883  -1.96579  -1.41206
H  0.20992  1.56252  1.39134
H  1.54163  -2.64372  3.50477
H  2.88409  -3.63979  0.06997
H  1.13278  -5.19687  0.34063
H  0.74953  -4.56723  1.94358
H  1.75451  -6.69330  2.49162
H  2.96832  -6.51973  1.21699
H  4.15852  -5.79618  3.22809
H  2.75865  -4.86524  3.76816
H  4.01022  -3.14161  2.63889
H  4.61241  -4.28012  1.43587

Properties
- total charge = 0
- LUMO level (hartree) = 0.026
- 2S+1 = 1
- HOMO (eV) = -8.66
- structure (SMILES) = CCOCCCNC(=O)c1ccc2c(c1)ncn2C1CCCC1

=====

No. 3
The following is a quantum chemistry calculation of C24H36F5NOP2RuSe2Te3 as an isolated structure, from OMol25.

CARTESIAN COORDINATES (ANGSTROEM)
Ru  0.54032  0.33320  1.54976
C  4.84598  2.50440  0.07853
C  3.93996  1.63345  0.95025
C  4.74355  0.47020  1.54242
P  2.37548  1.03326  0.16926
C  2.08166  2.17390  -1.26403
C  2.00982  3.68121  -0.99018
C  0.86693  1.69539  -2.05746
C  2.72836  -0.47813  -0.75883
C  3.83613  -0.60451  -1.59262
C  3.98139  -1.67999  -2.44908
C  2.95429  -2.62198  -2.49485
C  1.84176  -2.51179  -1.68967
C  1.70101  -1.44600  -0.76578
N  0.60525  -1.26091  0.03162
C  -0.25698  -2.33979  0.22330
C  0.23440  -3.61155  0.54709
C  -0.59843  -4.70686  0.64774
C  -1.96559  -4.57063  0.43470
C  -2.47394  -3.30924  0.18308
C  -1.64899  -2.18699  0.10403
P  -2.43056  -0.56860  -0.07955
C  -3.96111  -0.51883  0.93578
C  -3.81175  -1.19924  2.29961
C  -5.26712  -0.96342  0.26708
C  -2.95434  -0.47783  -1.82625
C  -3.54558  0.90524  -2.09852
C  -1.76531  -0.75937  -2.74666
H  5.60724  2.95477  0.71955
H  4.31875  3.31879  -0.42088
H  5.36611  1.91281  -0.67693
H  3.57290  2.25457  1.77528
H  5.27621  -0.06745  0.75692
H  4.11900  -0.24685  2.07410
H  5.47868  0.86494  2.24718
H  2.97512  1.97367  -1.86703
H  0.97749  4.02367  -1.00649
H  2.55354  4.21519  -1.77404
H  2.42166  3.98630  -0.02700
H  -0.02959  1.69683  -1.43147
H  1.01336  0.68734  -2.44656
H  0.69877  2.36798  -2.90260
H  4.59935  0.16478  -1.57839
H  4.85528  -1.77329  -3.07967
H  3.01920  -3.45595  -3.18462
H  1.05517  -3.24876  -1.77248
H  1.29981  -3.71908  0.70855
H  -0.18089  -5.67478  0.89817
H  -2.62539  -5.42634  0.49327
H  -3.54217  -3.19239  0.05634
H  -4.03275  0.56384  1.09032
H  -3.67952  -2.27548  2.19254
H  -4.71304  -1.01725  2.88820
H  -2.95140  -0.84086  2.85867
H  -5.33849  -2.04970  0.18723
H  -5.41530  -0.53757  -0.72394
H  -6.09944  -0.63424  0.89252
H  -3.70895  -1.25442  -1.98156
H  -2.78871  1.67065  -1.92323
H  -4.39434  1.13734  -1.45174
H  -3.87538  0.97463  -3.13758
H  -0.95630  -0.05753  -2.54881
H  -2.06680  -0.64618  -3.79090
H  -1.37560  -1.76795  -2.60900
Se  1.86779  0.24068  3.39803
Te  1.10560  3.83356  3.48547
Te  3.12431  5.15865  2.54598
Se  -0.21411  3.10362  1.47920
F  -3.69349  2.69778  1.84893
Te  -2.35991  2.06720  3.14306
F  -2.44878  3.85542  3.68903
F  -1.21826  1.96531  4.72736
F  -3.84280  1.72098  4.29501
F  -0.81221  -0.75367  2.48747
O  -1.54834  0.61390  0.24574

Properties
- total charge = -1
- LUMO level (alpha / beta) (hartree) = 0.078 / 0.028
- expectation value of S² = 8.785
- 2S+1 = 6
- HOMO (alpha / beta) (eV) = -4.29 / -4.90

=====

No. 4
The following is a quantum chemistry calculation of a 2-piece molecular cluster, C5H8O2 overall, from OMol25.

CARTESIAN COORDINATES (ANGSTROEM)
C  -2.08825  0.16297  0.10413
C  -1.05768  0.95192  0.36991
O  -0.21769  0.72104  1.43858
C  1.10487  0.47777  1.05541
C  1.46467  -0.95878  0.57644
C  1.44702  0.17382  -0.35661
O  1.54434  0.56923  -1.48439
H  -2.28445  -0.72280  0.69873
H  -2.74836  0.39340  -0.72469
H  -0.79280  1.81594  -0.23916
H  1.83107  0.98697  1.68719
H  2.40756  -1.39853  0.89228
H  0.62766  -1.65503  0.52368
H  -0.98857  -0.81086  -2.25741
H  -0.30774  -0.63565  -2.49708

Properties
- total charge = 0
- LUMO level (hartree) = 0.019
- 2S+1 = 1
- HOMO (eV) = -9.49
- structure (SMILES) = C=CO[C@H]1CC1=O.[H][H]

=====

No. 5
The following is a quantum chemistry calculation of a single C3H3NOS molecule, from OMol25.

CARTESIAN COORDINATES (ANGSTROEM)
H  -2.18360  0.97408  0.10505
N  -1.27034  0.89629  -0.33655
C  -0.50811  0.39295  0.52874
C  0.82278  -0.42105  0.02690
O  0.56000  -1.57157  0.20818
C  2.41828  -0.16129  -0.41288
S  3.19323  1.22396  -0.24323
H  -0.71365  0.24716  1.53621
H  2.69631  -1.22806  -0.81917

Properties
- total charge = 0
- LUMO level (hartree) = -0.044
- 2S+1 = 1
- HOMO (eV) = -9.13
- structure (SMILES) = [H]/N=C/C(=O)C=S

=====

No. 6
The following is a quantum chemistry calculation of C18H18FOTl as an isolated structure, from OMol25.

CARTESIAN COORDINATES (ANGSTROEM)
C  0.16765  2.12925  0.94129
C  1.31023  2.00297  0.06572
C  0.83562  1.95103  -1.31503
H  2.38017  1.91613  0.34895
C  -0.64821  2.05008  -1.26174
C  -1.03838  2.15009  0.15084
H  -2.08498  2.23747  0.51344
H  0.20119  2.27294  2.03483
H  1.43218  1.66846  -2.22537
H  -1.32716  1.83159  -2.12819
C  0.94464  -2.12383  0.88414
C  1.00563  -1.08378  1.90020
C  -0.31536  -0.65558  2.22652
H  1.95263  -0.70892  2.31089
C  -1.26814  -1.41426  1.44377
C  -0.49074  -2.35724  0.58853
H  -0.88699  -2.91924  -0.30020
H  1.78596  -2.54996  0.27971
H  -0.59444  0.06231  3.01096
H  -2.37856  -1.32937  1.43267
Tl  0.01748  -0.11652  -0.24787
O  -0.92094  -1.31129  -3.62517
C  0.06456  -0.94008  -4.66911
C  -1.44671  -0.98455  -4.99145
H  0.51918  0.04331  -4.53712
H  0.66681  -1.76162  -5.05524
H  -1.93838  -0.00768  -5.03974
H  -2.95640  -0.70922  -7.15611
C  -2.79593  -1.75849  -6.91530
C  -2.00924  -2.05839  -5.77420
C  -1.80256  -3.41702  -5.43888
H  -1.22899  -3.65882  -4.54696
C  -2.35634  -4.42334  -6.22458
H  -2.19644  -5.46341  -5.95227
C  -3.11771  -4.10822  -7.35385
H  -3.54763  -4.89714  -7.96497
C  -3.33125  -2.76477  -7.68858
H  -3.92744  -2.50959  -8.55954
F  1.76366  1.03789  2.05642

Properties
- total charge = 0
- LUMO level (alpha / beta) (hartree) = -0.082 / -0.082
- 2S+1 = 1
- HOMO (alpha / beta) (eV) = -7.57 / -7.53

=====

The records above give, respectively, calculated total energy values of -5514.49884; -1015.67771; -7950.19790; -345.64730; -644.18908; -1043.91967 a.u..